(1)
Here is a cluster of 2 separate species, C4H9O3 in total from the Open Molecules 2025 dataset. Energies are from ωB97M-V with the def2-TZVPD basis set.

Results
- gap between HOMO and LUMO (eV) = 7.69
- highest occupied orbital energy (eV) = -3.83
- ΔE to the lowest compared entry with this formula, charge and spin (eV) = 1.369

The geometry in ORCA input format:
```
! RIJCOSX wB97M-V def2-TZVPD def2/J DEFGRID3
* xyz -1 1
C 2.12562 0.32273 -0.03524
C 1.15454 1.09212 -0.97421
O 2.22266 0.93385 1.23404
H 1.87667 -0.75012 -0.01538
H 3.15585 0.38191 -0.44080
H 1.00995 2.06879 -0.59297
H 1.45181 0.77057 1.81036
H 0.16221 0.67083 -0.74579
H 1.40953 1.05461 -2.01657
C -2.20957 -1.48674 -0.20874
C -1.97481 -0.26165 0.93559
O -1.85807 0.85280 0.40105
O -1.86540 -0.68585 2.08766
H -1.27817 -1.74356 -0.82630
H -2.72331 -0.94150 -0.97317
H -2.65949 -2.27879 0.36049
*
```



(2)
Here is a cluster of 12 separate species, C16H56N6O12 in total from the Open Molecules 2025 dataset. Energies are from ωB97M-V with the def2-TZVPD basis set.

Results
- gap between HOMO and LUMO (eV) = 9.15
- SMILES = NC(N)=O.NC(N)=O.NC(N)=O.CCO.CCO.CCO.CCO.CO.CO.CO.CO.CO
- highest occupied orbital energy (eV) = -8.92
- ΔE to the lowest compared entry with this formula, charge and spin (eV) = 0.329

The geometry in ORCA input format:
```
! RIJCOSX wB97M-V def2-TZVPD def2/J DEFGRID3
* xyz 0 1
N 12.93893 3.81238 -16.30634
C 12.84710 2.74736 -17.06172
N 13.41452 1.69092 -16.57084
O 12.23120 2.68098 -18.24906
H 12.36532 4.60833 -16.67345
H 13.06174 3.66891 -15.23530
H 13.27113 0.74254 -17.05649
H 14.13402 1.75712 -15.87513
N 11.26888 -1.32759 -16.46248
C 11.76220 -0.89116 -17.58833
N 13.07902 -0.65039 -17.52364
O 10.83783 -0.49544 -18.55283
H 10.34249 -0.96977 -16.22972
H 11.84697 -1.63019 -15.65778
H 13.43726 -0.38871 -18.43542
H 13.67331 -1.30142 -16.98928
N 10.99892 7.30487 -18.49401
C 11.13066 7.16915 -17.18370
N 10.73739 8.28765 -16.55510
O 11.42103 5.98479 -16.56449
H 10.99851 6.45549 -19.09707
H 10.62006 8.24344 -18.83724
H 10.79479 8.17345 -15.52882
H 10.82000 9.25234 -16.86195
C 8.31910 5.25182 -19.95760
C 9.32282 4.20528 -19.45017
O 10.62336 4.63510 -19.33424
H 8.65683 5.75893 -20.84853
H 7.97790 5.94612 -19.12511
H 7.51778 4.61363 -20.20591
H 9.35698 3.40652 -20.24923
H 9.04138 3.74384 -18.55471
H 11.08520 3.83712 -19.03153
C 10.69308 3.46493 -13.86005
C 12.04901 2.88739 -13.57140
O 13.08021 3.87407 -13.65399
H 10.77329 3.96486 -14.85002
H 10.44820 4.22822 -13.15350
H 9.86697 2.65550 -13.88269
H 12.25621 2.05116 -14.22149
H 12.16724 2.43084 -12.65768
H 13.27975 4.16683 -12.77406
C 9.73820 1.64276 -16.78836
C 8.59843 0.97133 -16.05026
O 8.79377 -0.42638 -15.93219
H 10.64221 1.44853 -16.26835
H 9.61764 2.73338 -16.71755
H 9.75622 1.40128 -17.85170
H 7.70185 1.13368 -16.61602
H 8.35647 1.37290 -15.09010
H 7.97624 -0.84315 -15.71716
C 16.23148 6.09739 -18.58441
C 14.96842 5.70009 -17.78105
O 15.25173 4.59045 -17.05554
H 16.74078 5.37485 -19.21887
H 17.04960 6.26528 -17.86965
H 16.22602 6.90073 -19.27394
H 14.23979 5.31578 -18.42448
H 14.52113 6.57206 -17.27999
H 14.35836 4.24850 -16.81019
C 14.90339 3.17455 -20.18016
O 13.86262 2.39556 -20.71146
H 14.77244 4.23915 -20.20605
H 15.83046 2.97984 -20.73671
H 15.02132 2.93075 -19.15683
H 13.14132 2.30267 -20.06359
C 15.43321 6.21971 -14.25289
O 16.18562 6.58435 -13.17913
H 15.48305 5.13829 -14.63107
H 15.75990 6.79291 -15.13075
H 14.42722 6.48333 -14.10864
H 16.02740 7.55941 -13.03514
C 14.01448 0.05327 -13.81463
O 13.95235 0.46488 -12.53573
H 13.06421 -0.10098 -14.36680
H 14.52464 -0.89707 -13.91550
H 14.63129 0.87423 -14.26457
H 14.72273 0.96736 -12.32487
C 16.44109 2.99217 -13.60528
O 16.20714 2.63198 -14.98952
H 15.51630 3.49260 -13.29385
H 17.29586 3.65515 -13.37956
H 16.52240 2.04689 -12.95092
H 15.99873 3.45879 -15.37189
C 16.38203 0.45132 -16.95808
O 16.75401 -0.41508 -17.98543
H 15.91528 1.31036 -17.33327
H 17.24830 0.58960 -16.29578
H 15.68162 -0.03305 -16.32813
H 17.02713 -1.22481 -17.51766
*
```



(3)
Here is a cluster of 2 separate species, C3H9NO2 in total from the Open Molecules 2025 dataset. Energies are from ωB97M-V with the def2-TZVPD basis set.

Results
- gap between HOMO and LUMO (alpha / beta) (eV) = 10.44 / 5.22
- highest occupied orbital energy (alpha / beta) (eV) = -14.57 / -14.57
- ΔE to the lowest compared entry with this formula, charge and spin (eV) = 1.186

The geometry in ORCA input format:
```
! RIJCOSX wB97M-V def2-TZVPD def2/J DEFGRID3
* xyz 1 2
C -1.69851 2.00679 0.01124
C -0.32024 1.85942 -0.62263
N 0.29650 0.53250 -0.52596
C -0.30589 -0.80102 -0.36386
O 0.13702 2.70731 -1.31214
H -2.05755 1.02328 0.30079
H -1.58479 2.66599 0.88905
H -2.41549 2.54607 -0.59707
H 1.09828 0.53575 -1.16962
H -0.86982 -1.03521 -1.28169
H -0.98371 -0.75392 0.49035
H 0.49140 -1.51875 -0.17215
H 3.23978 -3.37753 1.98343
H 2.49555 -2.79421 0.92906
O 2.47747 -3.59645 1.44121
*
```



(4)
Here is a cluster of 9 separate species, C35H63F4N10 in total from the Open Molecules 2025 dataset. Energies are from ωB97M-V with the def2-TZVPD basis set.

Results
- gap between HOMO and LUMO (eV) = 10.48
- highest occupied orbital energy (eV) = -12.92

The geometry in ORCA input format:
```
! RIJCOSX wB97M-V def2-TZVPD def2/J DEFGRID3
* xyz 1 1
N -1.82346 0.62044 -2.65505
C -2.51786 -0.22531 -3.62441
N -2.14623 -1.69669 -3.60201
C -0.73282 -2.00670 -3.30344
F -0.38315 -1.87368 -1.96472
F -0.57151 -3.38449 -3.59230
C 0.35092 -1.24304 -4.19086
F 1.43471 -0.95301 -3.32128
F 0.90451 -2.05105 -5.20104
H -1.78820 0.21713 -1.71416
H -0.90096 0.94972 -2.98836
H -2.31935 0.18501 -4.68412
H -3.65199 -0.17589 -3.48850
H -2.76418 -2.19913 -2.92562
H -2.36064 -2.08559 -4.54405
H 0.02621 -0.25566 -4.62844
C -3.68749 -2.38252 0.43694
C -4.87548 -1.47814 0.74946
C -6.18946 -1.99726 0.16184
C -6.07423 -2.07776 -1.32670
N -5.97889 -2.12936 -2.48995
H -3.50114 -2.44837 -0.64075
H -2.78078 -1.98883 0.89873
H -3.85299 -3.39400 0.81936
H -4.66825 -0.47508 0.36482
H -4.97954 -1.39116 1.82978
H -7.01068 -1.32556 0.42183
H -6.42492 -2.98819 0.55809
C -5.09374 3.05070 0.86309
C -5.51666 3.43956 2.27587
C -5.14194 2.38541 3.32030
C -5.81795 1.08915 3.00253
N -6.34520 0.07854 2.75110
H -5.59659 2.13976 0.52862
H -5.35430 3.84260 0.15740
H -4.01345 2.88753 0.80798
H -6.59775 3.60656 2.28958
H -5.04176 4.38784 2.54139
H -5.45233 2.71346 4.31493
H -4.06030 2.22846 3.33720
C 2.34637 -4.62048 -2.56261
C 3.34874 -4.36887 -3.68373
C 4.37051 -5.49770 -3.83279
C 5.15177 -5.63820 -2.56419
N 5.75289 -5.74283 -1.56901
H 2.83827 -4.67948 -1.58872
H 1.62270 -3.80496 -2.51113
H 1.79772 -5.55226 -2.72804
H 3.86720 -3.42480 -3.49079
H 2.80675 -4.25092 -4.62622
H 5.05739 -5.27805 -4.65308
H 3.87182 -6.44465 -4.05364
C 7.04137 -3.99918 0.46604
C 7.79461 -3.74755 1.76769
C 6.97744 -2.94163 2.78132
C 6.62948 -1.60116 2.21099
N 6.35722 -0.55594 1.76633
H 6.80626 -3.06411 -0.04912
H 7.64718 -4.59959 -0.21337
H 6.10735 -4.53463 0.65019
H 8.72761 -3.22226 1.54214
H 8.06665 -4.70807 2.21354
H 7.55181 -2.79856 3.69947
H 6.05538 -3.46948 3.03724
C -1.33720 -1.10626 5.14317
C -0.52825 -1.78693 4.04622
C -0.04827 -0.81175 2.96878
C -1.22419 -0.16350 2.30598
N -2.14260 0.34317 1.78996
H -2.25413 -0.65758 4.75004
H -1.63232 -1.83269 5.90291
H -0.75370 -0.32514 5.62945
H -1.13865 -2.57241 3.58945
H 0.33996 -2.27550 4.49604
H 0.53694 -1.34252 2.21381
H 0.58649 -0.03731 3.40698
C 2.27838 4.11300 -0.45280
C 2.10110 2.64080 -0.09621
C 2.18680 1.71772 -1.31485
C 1.10862 2.06215 -2.29400
N 0.26441 2.33242 -3.05826
H 1.48733 4.46424 -1.12025
H 2.23934 4.72888 0.44778
H 3.24186 4.28500 -0.94068
H 1.13459 2.50966 0.40040
H 2.87314 2.35298 0.62200
H 2.06737 0.67590 -1.00784
H 3.15837 1.81683 -1.80526
C -1.14765 5.03471 -7.71417
C -1.59657 5.40026 -6.30321
C -1.23122 4.33435 -5.26635
C -1.89215 3.03749 -5.61193
N -2.40794 2.02562 -5.88442
H -1.63775 4.12513 -8.07003
H -1.40241 5.83428 -8.41257
H -0.06546 4.88064 -7.75388
H -2.67900 5.55909 -6.30521
H -1.13334 6.34800 -6.01669
H -1.56053 4.64616 -4.27277
H -0.14952 4.18469 -5.23270
C 0.30950 3.34886 7.44551
C 1.73779 3.02598 7.87135
C 2.45487 2.09290 6.89236
C 1.72238 0.79051 6.79785
N 1.15087 -0.22609 6.72742
H -0.31371 2.45174 7.41310
H -0.15167 4.03822 8.15572
H 0.29129 3.81676 6.45671
H 1.71747 2.57293 8.86677
H 2.30374 3.95765 7.95388
H 3.47521 1.90243 7.23247
H 2.50790 2.54538 5.89894
*
```



| no. | electronic energy (eV) |
| --- | --- |
| 1 | -10437.0964 |
| 2 | -51005.8337 |
| 3 | -8832.3254 |
| 4 | -63079.3744 |